C11H9N6O7 | ωB97M-V/def2-TZVPD

Each atom is followed by the atoms it is bonded to, with distances in Å.
CARTESIAN COORDINATES (ANGSTROEM)
1 O -2.671 4.217 1.792  N7 1.242
2 C 0.786 -3.305 -2.088  C14 1.496, O15 1.470, H24 1.092, H32 1.100
3 O 0.662 -1.995 1.622  N20 1.262
4 C -0.485 -0.021 1.585  N20 1.429, C21 1.411, C31 1.412
5 O -1.515 -0.811 -0.930  C23 1.236
6 N 1.725 2.577 0.328  N9 1.306, N18 1.374
7 N -2.642 3.026 2.142  O1 1.242, O11 1.256, C30 1.457
8 H -2.380 0.344 2.546  C21 1.089
9 N 1.402 3.830 0.505  N6 1.306, N19 1.350
10 O 3.076 -0.591 -1.900  C33 1.220
11 O -3.590 2.455 2.736  N7 1.256
12 C 0.770 0.809 -1.860  H16 1.103, C22 1.481, H26 1.099, H28 1.099
13 H -1.219 -3.284 -1.357  C14 1.093
14 C -0.245 -2.857 -1.102  C2 1.496, H13 1.093, H17 1.100, C23 1.537
15 O 2.052 -2.574 -1.934  C2 1.470, C33 1.359
16 H 0.843 0.682 -2.953  C12 1.103
17 H 0.022 -3.184 -0.086  C14 1.100
18 N 0.687 1.841 0.844  N6 1.374, C29 1.385, C31 1.391
19 N 0.187 3.970 1.077  N9 1.350, C29 1.346
20 N -0.398 -1.398 1.959  O3 1.262, C4 1.429, O27 1.247
21 C -1.530 0.806 2.048  C4 1.411, H8 1.089, C30 1.392
22 C 0.821 -0.520 -1.209  C12 1.481, C23 1.473, C33 1.512
23 C -0.403 -1.328 -1.082  O5 1.236, C14 1.537, C22 1.473
24 H 1.067 -4.349 -1.932  C2 1.092
25 H 1.549 -0.065 0.685  C31 1.098
26 H -0.174 1.321 -1.628  C12 1.099
27 O -1.328 -1.927 2.598  N20 1.247
28 H 1.637 1.400 -1.532  C12 1.099
29 C -0.282 2.726 1.286  N18 1.385, N19 1.346, C30 1.439
30 C -1.487 2.185 1.856  N7 1.457, C21 1.392, C29 1.439
31 C 0.588 0.454 0.798  C4 1.412, N18 1.391, H25 1.098
32 H 0.417 -3.196 -3.119  C2 1.100
33 C 2.061 -1.236 -1.696  O10 1.220, O15 1.359, C22 1.512

Net charge: -1
Total energy (eV): -34819.8477
LUMO (eV): 1.6129
Orbital gap (eV): 6.40

C11H9O2S | ωB97M-V/def2-TZVPD

Each atom is followed by the atoms it is bonded to, with distances in Å.
CARTESIAN COORDINATES (ANGSTROEM)
1 H -3.480 -1.763 0.278  C13 1.079
2 C -0.557 0.907 0.174  C4 1.369, C8 1.441, C9 1.447
3 H 0.847 -0.267 -1.900  C7 1.175
4 C -1.868 1.297 0.226  C2 1.369, C14 1.384, H23 1.160
5 H -1.459 -2.540 -0.085  C22 1.141
6 H 2.343 2.635 0.047  C19 1.099
7 C 1.724 -0.541 -1.167  H3 1.175, C15 1.449, H17 1.070, C18 1.619
8 C 0.499 1.888 0.175  C2 1.441, C19 1.323, H21 1.035
9 C -0.414 -0.528 0.049  C2 1.447, C18 1.553, C22 1.417
10 H -3.839 0.980 0.427  C14 1.043
11 O 0.889 -2.564 -0.357  C18 1.247
12 O 1.394 -1.009 1.310  H16 0.922, C18 1.481
13 C -2.778 -0.943 0.266  H1 1.079, C14 1.400, C22 1.357
14 C -2.958 0.445 0.270  C4 1.384, H10 1.043, C13 1.400
15 C 2.456 0.423 -0.370  C7 1.449, C19 1.471, S20 1.643
16 H 1.556 -1.869 1.599  O12 0.922
17 H 2.456 -1.188 -1.603  C7 1.070
18 C 0.896 -1.357 -0.041  C7 1.619, C9 1.553, O11 1.247, O12 1.481
19 C 1.785 1.696 -0.066  H6 1.099, C8 1.323, C15 1.471
20 S 4.003 0.426 0.181  C15 1.643
21 H 0.254 2.878 0.354  C8 1.035
22 C -1.526 -1.406 0.024  H5 1.141, C9 1.417, C13 1.357
23 H -2.224 2.401 0.209  C4 1.160

Net charge: -1
SMILES: [O-][C@@]1(O)CC(=S)C=Cc2ccccc21
Total energy (eV): -26481.7718
LUMO (eV): 3.0782
ΔE to the lowest compared entry with this formula, charge and spin (kcal per mole): 35.2
Orbital gap (eV): 6.97

C11H9P | ωB97M-V/def2-TZVPD

Each atom is followed by the atoms it is bonded to, with distances in Å.
CARTESIAN COORDINATES (ANGSTROEM)
1 C 1.789 1.241 0.248  C12 1.382, C14 1.390, H17 1.141
2 H -0.890 0.506 -2.427  C11 1.052
3 H -1.209 -1.335 -2.081  C11 1.144
4 P -2.713 0.249 -0.437  C8 1.790, C11 2.225, C21 1.763
5 H -1.639 3.359 1.789  C20 1.081
6 H 3.558 0.087 0.995  C14 1.084
7 H 0.084 1.935 -0.790  C12 1.087
8 C -2.218 -1.162 0.547  P4 1.790, C19 1.199
9 C 2.011 -1.113 0.389  H13 1.035, C14 1.373, C15 1.415
10 C 0.213 -0.200 -0.866  C11 1.468, C12 1.390, C15 1.373
11 C -0.975 -0.273 -1.725  H2 1.052, H3 1.144, P4 2.225, C10 1.468
12 C 0.715 1.069 -0.604  C1 1.382, H7 1.087, C10 1.390
13 H 2.673 -1.887 0.572  C9 1.035
14 C 2.545 0.133 0.610  C1 1.390, H6 1.084, C9 1.373
15 C 0.872 -1.320 -0.423  C9 1.415, C10 1.373, H16 1.039
16 H 0.506 -2.279 -0.585  C15 1.039
17 H 2.146 2.324 0.288  C1 1.141
18 H -1.583 -3.075 1.560  C19 1.072
19 C -1.786 -2.188 0.993  C8 1.199, H18 1.072
20 C -1.929 2.525 1.166  H5 1.081, C21 1.211
21 C -2.169 1.403 0.780  P4 1.763, C20 1.211

SMILES: C#CP(C#C)Cc1ccccc1
Total energy (eV): -20836.1404
LUMO (eV): 0.2255
ΔE to the lowest compared entry with this formula, charge and spin (kcal per mole): 0.0
Orbital gap (eV): 8.60